(1)
Molecular formula: C4H4N2O2
Method: DFT, ωB97M-V/def2-TZVPD

Results
energy above the lowest of the compared OMol25 structures with the same formula, charge and spin	6.199	eV
E	-414.61837	a.u.
orbital gap	9.2	eV

```
12
C4H4N2O2 (ωB97M-V/def2-TZVPD)
C -1.146 -0.295 -0.186
C 0.857 0.576 -0.071
C 1.488 -1.191 0.057
C 0.116 -0.665 -0.092
H -2.832 -0.405 0.113
H 2.917 0.505 0.489
H 1.628 -1.480 1.011
H 2.010 -2.015 -0.534
N 0.089 1.639 0.086
N 2.078 0.070 -0.098
O -2.196 -1.068 0.093
O -1.152 1.178 0.003
```

Partial atomic charges computed with the Löwdin method, in multiples of e: number 1, C, carries -0.239; number 2, C, carries -0.357; number 3, C, carries -0.157; number 4, C, carries -0.021; number 5, H, carries 0.082; number 6, H, carries 0.212; number 7, H, carries 0.084; number 8, H, carries 0.148; number 9, N, carries 0.072; number 10, N, carries 0.066; number 11, O, carries 0.149; number 12, O, carries -0.039

(2)
Molecular formula: C4H11NO2
Method: DFT, ωB97M-V/def2-TZVPD

Results
energy above the lowest of the compared OMol25 structures with the same formula, charge and spin	1.851	eV
E	-364.20014	a.u.
orbital gap	10.3	eV
SMILES	CNCCC=O.O

```
18
C4H11NO2 (ωB97M-V/def2-TZVPD)
C -2.951 -0.817 0.883
N -2.046 -0.829 -0.282
C -0.792 -0.044 0.026
C -0.028 0.128 -1.261
C 1.456 0.073 -1.264
O 2.169 -0.250 -0.344
H -3.765 -1.463 0.555
H -2.440 -1.237 1.760
H -3.261 0.167 1.242
H -2.586 -0.312 -0.974
H -1.103 0.888 0.519
H -0.329 -0.681 0.767
H -0.364 1.051 -1.797
H -0.364 -0.638 -1.976
H 1.986 0.412 -2.171
O 2.249 1.396 1.719
H 1.600 1.845 1.188
H 2.465 0.608 1.196
```

Partial atomic charges computed with the Löwdin method, in multiples of e: number 1, C, carries -0.147; number 2, N, carries -0.140; number 3, C, carries -0.228; number 4, C, carries -0.157; number 5, C, carries -0.237; number 6, O, carries 0.027; number 7, H, carries 0.077; number 8, H, carries 0.079; number 9, H, carries 0.071; number 10, H, carries 0.092; number 11, H, carries 0.116; number 12, H, carries 0.117; number 13, H, carries 0.135; number 14, H, carries 0.128; number 15, H, carries 0.128; number 16, O, carries -0.065; number 17, H, carries 0.008; number 18, H, carries -0.003